Arrangement 1

One molecule with the formula C20H26N4O5S. Source: the Open Molecules 2025 dataset; level of theory: ωB97M-V/def2-TZVPD.

Output
HOMO-LUMO gap	9.3	eV
highest occupied orbital energy	-8.829	eV
LUMO energy	0.019	Ha

Last columns: bonded neighbours and bond lengths (Å).
Element x y z (Å)
1 C -0.621 3.898 -0.277  C2 1.497, H54 1.087, H55 1.089, H56 1.090
2 C -1.034 2.522 -0.699  C1 1.497, C3 1.390, C7 1.401
3 C -0.417 1.901 -1.778  C2 1.390, C4 1.384, H53 1.081
4 C -0.810 0.643 -2.201  C3 1.384, C5 1.379, H52 1.078
5 C -1.848 0.016 -1.544  C4 1.379, C6 1.380, S13 1.790
6 C -2.472 0.611 -0.467  C5 1.380, C7 1.388, H12 1.079
7 C -2.070 1.864 -0.024  C2 1.401, C6 1.388, C8 1.496
8 C -2.745 2.501 1.149  C7 1.496, H9 1.086, H10 1.090, H11 1.089
9 H -3.536 1.861 1.530  C8 1.086
10 H -2.027 2.681 1.948  C8 1.090
11 H -3.177 3.461 0.869  C8 1.089
12 H -3.296 0.095 0.003  C6 1.079
13 S -2.370 -1.616 -2.062  C5 1.790, O14 1.433, O15 1.433, N16 1.671
14 O -3.762 -1.780 -1.762  S13 1.433
15 O -1.914 -1.854 -3.399  S13 1.433
16 N -1.535 -2.671 -1.070  S13 1.671, C17 1.443, C43 1.447
17 C -0.109 -2.713 -1.292  N16 1.443, C18 1.536, H50 1.090, H51 1.102
18 C 0.478 -3.914 -0.537  C17 1.536, N19 1.449, H48 1.092, H49 1.094
19 N 0.130 -3.936 0.870  C18 1.449, C20 1.449, C42 1.449
20 C 0.966 -3.155 1.758  N19 1.449, C21 1.531, H40 1.096, H41 1.093
21 C 1.206 -1.693 1.373  C20 1.531, O22 1.217, N23 1.363
22 O 0.399 -0.807 1.584  C21 1.217
23 N 2.408 -1.477 0.768  C21 1.363, C24 1.419, H39 1.012
24 C 3.003 -0.252 0.370  N23 1.419, O25 1.208, N26 1.340
25 O 4.167 -0.252 0.046  C24 1.208
26 N 2.181 0.806 0.369  C24 1.340, H27 1.015, C28 1.441
27 H 1.237 0.688 0.725  N26 1.015
28 C 2.684 2.139 0.155  N26 1.441, C29 1.495, H37 1.096, H38 1.097
29 C 2.322 3.041 1.291  C28 1.495, C30 1.364, O33 1.349
30 C 1.729 2.795 2.494  C29 1.364, C31 1.419, H36 1.071
31 C 1.615 4.052 3.141  C30 1.419, C32 1.358, H35 1.070
32 C 2.145 4.963 2.283  C31 1.358, O33 1.346, H34 1.071
33 O 2.574 4.360 1.159  C29 1.349, C32 1.346
34 H 2.274 6.024 2.350  C32 1.071
35 H 1.198 4.241 4.108  C31 1.070
36 H 1.412 1.847 2.877  C30 1.071
37 H 3.772 2.066 0.047  C28 1.096
38 H 2.279 2.551 -0.777  C28 1.097
39 H 3.048 -2.255 0.674  N23 1.012
40 H 1.932 -3.669 1.833  C20 1.096
41 H 0.495 -3.162 2.744  C20 1.093
42 C -1.306 -3.829 1.041  N19 1.449, C43 1.532, H46 1.091, H47 1.094
43 C -1.907 -2.614 0.327  N16 1.447, C42 1.532, H44 1.090, H45 1.099
44 H -2.996 -2.641 0.365  C43 1.090
45 H -1.549 -1.688 0.799  C43 1.099
46 H -1.539 -3.791 2.106  C42 1.091
47 H -1.742 -4.737 0.616  C42 1.094
48 H 1.564 -3.931 -0.644  C18 1.092
49 H 0.069 -4.827 -0.978  C18 1.094
50 H 0.041 -2.821 -2.367  C17 1.090
51 H 0.369 -1.776 -0.964  C17 1.102
52 H -0.351 0.156 -3.047  C4 1.078
53 H 0.371 2.416 -2.308  C3 1.081
54 H 0.220 4.253 -0.867  C1 1.087
55 H -0.343 3.913 0.775  C1 1.089
56 H -1.449 4.594 -0.406  C1 1.090

Here are the Mulliken charges for atoms 1 to 5, given in e: -2.00, 1.23, -0.63, -0.73, -0.24

Arrangement 2

One molecule with the formula C20H26N4O5S. Source: the Open Molecules 2025 dataset; level of theory: ωB97M-V/def2-TZVPD.

Output
HOMO-LUMO gap	8.8	eV
highest occupied orbital energy	-8.251	eV
LUMO energy	0.021	Ha

Last columns: bonded neighbours and bond lengths (Å).
Element x y z (Å)
1 C 4.152 3.099 -2.873  C2 1.497, H54 1.089, H55 1.086, H56 1.089
2 C 3.075 2.177 -2.393  C1 1.497, C3 1.390, C7 1.401
3 C 2.401 2.448 -1.209  C2 1.390, C4 1.384, H53 1.080
4 C 1.407 1.606 -0.742  C3 1.384, C5 1.380, H52 1.078
5 C 1.090 0.482 -1.477  C4 1.380, C6 1.380, S13 1.780
6 C 1.744 0.195 -2.658  C5 1.380, C7 1.388, H12 1.079
7 C 2.745 1.032 -3.130  C2 1.401, C6 1.388, C8 1.497
8 C 3.459 0.709 -4.405  C7 1.497, H9 1.089, H10 1.089, H11 1.086
9 H 3.329 1.510 -5.132  C8 1.089
10 H 4.527 0.595 -4.228  C8 1.089
11 H 3.077 -0.214 -4.833  C8 1.086
12 H 1.468 -0.703 -3.187  C6 1.079
13 S -0.187 -0.633 -0.935  C5 1.780, O14 1.433, O15 1.439, N16 1.689
14 O 0.074 -1.953 -1.427  S13 1.433
15 O -0.392 -0.474 0.480  S13 1.439
16 N -1.506 -0.033 -1.804  S13 1.689, C17 1.458, C43 1.450
17 C -1.928 1.274 -1.315  N16 1.458, C18 1.532, H50 1.091, H51 1.096
18 C -3.441 1.326 -1.078  C17 1.532, N19 1.449, H48 1.096, H49 1.090
19 N -3.955 0.227 -0.286  C18 1.449, C20 1.449, C42 1.463
20 C -4.060 0.454 1.141  N19 1.449, C21 1.537, H40 1.094, H41 1.094
21 C -2.722 0.501 1.896  C20 1.537, O22 1.215, N23 1.359
22 O -1.996 1.474 1.857  C21 1.215
23 N -2.450 -0.626 2.604  C21 1.359, C24 1.421, H39 1.012
24 C -1.246 -1.035 3.239  N23 1.421, O25 1.208, N26 1.342
25 O -1.222 -2.124 3.762  C24 1.208
26 N -0.269 -0.116 3.258  C24 1.342, H27 1.015, C28 1.452
27 H -0.392 0.671 2.630  N26 1.015
28 C 1.088 -0.516 3.585  N26 1.452, C29 1.495, H37 1.093, H38 1.093
29 C 1.880 -0.820 2.354  C28 1.495, C30 1.366, O33 1.346
30 C 2.769 -0.068 1.640  C29 1.366, C31 1.416, H36 1.071
31 C 3.145 -0.856 0.526  C30 1.416, C32 1.361, H35 1.071
32 C 2.453 -2.022 0.647  C31 1.361, O33 1.337, H34 1.071
33 O 1.696 -2.008 1.748  C29 1.346, C32 1.337
34 H 2.410 -2.897 0.030  C32 1.071
35 H 3.831 -0.587 -0.252  C31 1.071
36 H 3.118 0.915 1.881  C30 1.071
37 H 1.567 0.293 4.143  C28 1.093
38 H 1.010 -1.411 4.208  C28 1.093
39 H -3.133 -1.373 2.602  N23 1.012
40 H -4.699 -0.333 1.553  C20 1.094
41 H -4.558 1.417 1.287  C20 1.094
42 C -3.395 -1.077 -0.644  N19 1.463, C43 1.527, H46 1.098, H47 1.097
43 C -2.582 -0.996 -1.934  N16 1.450, C42 1.527, H44 1.090, H45 1.093
44 H -2.111 -1.958 -2.138  C43 1.090
45 H -3.207 -0.717 -2.786  C43 1.093
46 H -4.223 -1.788 -0.761  C42 1.098
47 H -2.719 -1.453 0.134  C42 1.097
48 H -3.960 1.310 -2.043  C18 1.096
49 H -3.686 2.265 -0.580  C18 1.090
50 H -1.415 1.481 -0.374  C17 1.091
51 H -1.636 2.034 -2.049  C17 1.096
52 H 0.894 1.801 0.186  C4 1.078
53 H 2.661 3.330 -0.643  C3 1.080
54 H 5.102 2.571 -2.951  C1 1.089
55 H 4.277 3.936 -2.191  C1 1.086
56 H 3.911 3.489 -3.861  C1 1.089

Here are the Mulliken charges for atoms 1 to 5, given in e: -1.79, 1.50, -1.18, -0.70, 0.40

Stability, highest: arrangement 1

Arrangement 1

One molecule with the formula C23H29N3O5S. Source: the Open Molecules 2025 dataset; level of theory: ωB97M-V/def2-TZVPD.

Output
HOMO-LUMO gap	8.9	eV
highest occupied orbital energy	-8.557	eV
LUMO energy	0.012	Ha

Last columns: bonded neighbours and bond lengths (Å).
Element x y z (Å)
1 C -4.469 -2.124 1.028  C2 1.524, H59 1.089, H60 1.087, H61 1.086
2 C -4.771 -1.591 -0.367  C1 1.524, C3 1.529, H57 1.093, H58 1.089
3 C -5.626 -0.323 -0.348  C2 1.529, C4 1.529, H55 1.093, H56 1.094
4 C -4.886 0.929 0.122  C3 1.529, C5 1.528, H53 1.090, H54 1.094
5 C -3.904 1.472 -0.916  C4 1.528, C6 1.529, H51 1.091, H52 1.092
6 C -3.297 2.797 -0.454  C5 1.529, O7 1.418, H49 1.095, H50 1.095
7 O -2.415 2.638 0.645  C6 1.418, C8 1.347
8 C -1.125 2.302 0.445  O7 1.347, C9 1.402, C13 1.394
9 C -0.371 2.118 1.612  C8 1.402, C10 1.379, H48 1.079
10 C 0.974 1.820 1.553  C9 1.379, C11 1.390, H47 1.078
11 C 1.599 1.695 0.317  C10 1.390, C12 1.387, N16 1.422
12 C 0.863 1.876 -0.845  C11 1.387, C13 1.382, H15 1.077
13 C -0.487 2.166 -0.786  C8 1.394, C12 1.382, H14 1.077
14 H -1.030 2.276 -1.710  C13 1.077
15 H 1.350 1.811 -1.804  C12 1.077
16 N 2.982 1.368 0.258  C11 1.422, C17 1.378, C42 1.389
17 C 3.556 0.411 1.065  N16 1.378, O18 1.206, C19 1.535
18 O 2.977 -0.252 1.890  C17 1.206
19 C 5.055 0.342 0.745  C17 1.535, N20 1.454, C41 1.525, H46 1.098
20 N 5.563 -0.999 0.500  C19 1.454, H21 1.015, C22 1.460
21 H 5.396 -1.549 1.337  N20 1.015
22 C 5.050 -1.723 -0.660  N20 1.460, C23 1.509, H39 1.092, H40 1.093
23 C 3.548 -1.867 -0.665  C22 1.509, C24 1.390, C28 1.393
24 C 2.767 -1.124 -1.541  C23 1.390, C25 1.385, H38 1.081
25 C 1.386 -1.139 -1.431  C24 1.385, C26 1.377, H37 1.077
26 C 0.800 -1.889 -0.435  C25 1.377, C27 1.381, S31 1.785
27 C 1.554 -2.683 0.407  C26 1.381, C28 1.382, H30 1.078
28 C 2.930 -2.678 0.284  C23 1.393, C27 1.382, H29 1.080
29 H 3.533 -3.283 0.945  C28 1.080
30 H 1.058 -3.293 1.146  C27 1.078
31 S -0.966 -1.786 -0.198  C26 1.785, O32 1.434, O33 1.430, N34 1.660
32 O -1.506 -0.881 -1.172  S31 1.434
33 O -1.501 -3.108 -0.093  S31 1.430
34 N -1.155 -1.064 1.284  S31 1.660, H35 1.005, H36 1.009
35 H -0.817 -1.623 2.048  N34 1.005
36 H -0.831 -0.109 1.322  N34 1.009
37 H 0.749 -0.574 -2.091  C25 1.077
38 H 3.239 -0.521 -2.304  C24 1.081
39 H 5.382 -1.214 -1.567  C22 1.092
40 H 5.527 -2.706 -0.637  C22 1.093
41 C 5.239 1.334 -0.398  C19 1.525, C42 1.514, H44 1.090, H45 1.089
42 C 3.874 1.945 -0.636  N16 1.389, C41 1.514, O43 1.200
43 O 3.595 2.789 -1.442  C42 1.200
44 H 5.947 2.127 -0.160  C41 1.090
45 H 5.591 0.858 -1.312  C41 1.089
46 H 5.582 0.689 1.644  C19 1.098
47 H 1.537 1.686 2.462  C10 1.078
48 H -0.867 2.236 2.563  C9 1.079
49 H -4.085 3.454 -0.071  C6 1.095
50 H -2.795 3.313 -1.279  C6 1.095
51 H -3.108 0.748 -1.094  C5 1.091
52 H -4.428 1.647 -1.858  C5 1.092
53 H -4.345 0.718 1.045  C4 1.090
54 H -5.624 1.707 0.342  C4 1.094
55 H -6.017 -0.138 -1.352  C3 1.093
56 H -6.483 -0.492 0.311  C3 1.094
57 H -5.306 -2.361 -0.927  C2 1.093
58 H -3.831 -1.402 -0.884  C2 1.089
59 H -5.390 -2.379 1.551  C1 1.089
60 H -3.925 -1.388 1.614  C1 1.087
61 H -3.846 -3.011 0.953  C1 1.086

Here are the Mulliken charges for atoms 1 to 5, given in e: -1.26, 0.19, -0.95, -0.57, 0.45

Arrangement 2

One molecule with the formula C23H29N3O5S. Source: the Open Molecules 2025 dataset; level of theory: ωB97M-V/def2-TZVPD.

Output
HOMO-LUMO gap	9.9	eV
highest occupied orbital energy	-9.247	eV
LUMO energy	0.025	Ha

Last columns: bonded neighbours and bond lengths (Å).
Element x y z (Å)
1 C -2.228 0.866 4.019  C2 1.498, H59 1.089, H60 1.087, H61 1.090
2 C -1.083 0.007 3.579  C1 1.498, C3 1.393, C7 1.390
3 C -0.796 -1.178 4.253  C2 1.393, C4 1.382, H58 1.080
4 C 0.249 -1.984 3.846  C3 1.382, C5 1.381, H57 1.079
5 C 1.005 -1.607 2.753  C4 1.381, C6 1.378, S10 1.786
6 C 0.748 -0.434 2.077  C5 1.378, C7 1.385, H9 1.079
7 C -0.295 0.376 2.495  C2 1.390, C6 1.385, H8 1.080
8 H -0.482 1.310 1.985  C7 1.080
9 H 1.372 -0.160 1.240  C6 1.079
10 S 2.321 -2.683 2.207  C5 1.786, O11 1.438, O12 1.431, N13 1.681
11 O 3.065 -2.028 1.165  S10 1.438
12 O 3.021 -3.170 3.356  S10 1.431
13 N 1.598 -4.021 1.491  S10 1.681, H14 1.011, C15 1.440
14 H 0.879 -4.393 2.096  N13 1.011
15 C 1.130 -3.798 0.148  N13 1.440, H16 1.089, C17 1.529, H56 1.096
16 H 1.918 -3.232 -0.346  C15 1.089
17 C -0.212 -3.067 0.148  C15 1.529, O18 1.222, N19 1.347
18 O -0.875 -3.032 1.174  C17 1.222
19 N -0.637 -2.502 -0.999  C17 1.347, C20 1.453, C42 1.452
20 C -1.988 -1.972 -1.044  N19 1.453, H21 1.097, H22 1.093, C23 1.528
21 H -2.608 -2.614 -1.681  C20 1.097
22 H -2.378 -1.990 -0.023  C20 1.093
23 C -2.061 -0.558 -1.620  C20 1.528, O24 1.214, N25 1.345
24 O -2.510 -0.341 -2.727  C23 1.214
25 N -1.619 0.407 -0.795  C23 1.345, H26 1.010, C27 1.444
26 H -1.266 0.182 0.124  N25 1.010
27 C -1.649 1.797 -1.186  N25 1.444, H28 1.097, H29 1.093, C30 1.530
28 H -2.487 2.306 -0.694  C27 1.097
29 H -1.811 1.808 -2.267  C27 1.093
30 C -0.352 2.531 -0.838  C27 1.530, C31 1.535, O40 1.427, H41 1.098
31 C -0.170 3.818 -1.655  C30 1.535, H32 1.091, H33 1.087, C34 1.526
32 H -1.144 4.204 -1.958  C31 1.091
33 H 0.434 3.646 -2.541  C31 1.087
34 C 0.481 4.763 -0.648  C31 1.526, H35 1.090, H36 1.087, C37 1.526
35 H 1.554 4.577 -0.591  C34 1.090
36 H 0.310 5.813 -0.871  C34 1.087
37 C -0.197 4.320 0.645  C34 1.526, H38 1.092, H39 1.100, O40 1.416
38 H 0.389 4.525 1.542  C37 1.092
39 H -1.184 4.794 0.746  C37 1.100
40 O -0.347 2.916 0.536  C30 1.427, C37 1.416
41 H 0.493 1.848 -0.994  C30 1.098
42 C 0.079 -2.499 -2.263  N19 1.452, C43 1.514, H54 1.091, H55 1.095
43 C 0.759 -1.179 -2.558  C42 1.514, C44 1.389, C48 1.391
44 C 0.417 -0.465 -3.699  C43 1.389, C45 1.384, H53 1.079
45 C 1.057 0.723 -4.007  C44 1.384, C46 1.384, H52 1.080
46 C 2.052 1.210 -3.178  C45 1.384, C47 1.385, H51 1.080
47 C 2.392 0.510 -2.032  C46 1.385, C48 1.385, H50 1.080
48 C 1.751 -0.677 -1.722  C43 1.391, C47 1.385, H49 1.079
49 H 2.046 -1.207 -0.829  C48 1.079
50 H 3.169 0.878 -1.378  C47 1.080
51 H 2.564 2.130 -3.424  C46 1.080
52 H 0.781 1.263 -4.900  C45 1.080
53 H -0.361 -0.836 -4.349  C44 1.079
54 H 0.817 -3.302 -2.268  C42 1.091
55 H -0.651 -2.702 -3.053  C42 1.095
56 H 1.009 -4.766 -0.352  C15 1.096
57 H 0.495 -2.897 4.364  C4 1.079
58 H -1.400 -1.467 5.100  C3 1.080
59 H -2.148 1.092 5.081  C1 1.089
60 H -2.249 1.798 3.460  C1 1.087
61 H -3.171 0.343 3.861  C1 1.090

Here are the Mulliken charges for atoms 1 to 5, given in e: -1.61, 0.46, -0.59, -0.86, 0.05

Stability, highest: arrangement 1